Arrangement w

This record from the OMol25 dataset describes a gas-phase ion, C5H6N (charge +1). The level of theory is wB97M-V/def2-TZVPD.

XYZ file:
```
12
C5H6N (wB97M-V/def2-TZVPD)
C 0.2763 0.1517 0.1289
C -1.8566 0.9348 0.1015
C -2.1839 -0.5234 -0.0885
C 1.5599 -0.4500 0.3865
C 1.4717 0.8875 -0.3179
N -0.9117 0.0106 -0.2683
H -2.4444 -1.1768 0.7656
H -2.6361 -0.7113 -0.9963
H 1.8390 -0.3643 1.4307
H 1.6276 -1.4428 -0.1227
H 1.2341 1.0944 -1.3638
H 2.0241 1.5896 0.3442
```

Output
E_HOMO (spin up / spin down) = -13.548 / -15.998 eV
Charge = +1
Lowest unoccupied orbital energy (spin up / spin down) = -5.23 / -7.72 eV
Spin multiplicity = 3

Results of the Löwdin charge analysis, in e, for atoms 1 through 8: -0.16, 0.30, 0.01, -0.01, 0.03, 0.00, 0.15, 0.10

Arrangement x

This record from the OMol25 dataset describes a gas-phase ion, C5H6N (charge +1). The level of theory is wB97M-V/def2-TZVPD.

XYZ file:
```
12
C5H6N (wB97M-V/def2-TZVPD)
C -2.1161 -0.0282 0.1370
C -1.1209 -0.8070 -0.5274
C 1.3085 -0.5714 0.7147
C -1.0964 0.8903 0.1889
C 0.0394 -0.0557 0.1480
N 1.3484 -0.0475 -0.6996
H -3.1077 0.0891 0.1545
H 1.7687 0.0437 1.4369
H 1.4550 -1.6224 0.9376
H -1.1774 1.9720 -0.1961
H 1.6647 0.8885 -0.9141
H 1.0338 -0.7514 -1.3803
```

Output
E_HOMO (spin up / spin down) = -11.165 / -15.465 eV
Charge = +1
Lowest unoccupied orbital energy (spin up / spin down) = -3.89 / -6.27 eV
Spin multiplicity = 3

Results of the Löwdin charge analysis, in e, for atoms 1 through 8: 0.06, 0.15, 0.06, -0.04, -0.29, 0.19, 0.08, 0.13

Most stable structure, least stable structure: arrangement x, arrangement w.

Arrangement w

This record from the OMol25 dataset describes a gas-phase ion, C4H9NOS (charge +1). The level of theory is wB97M-V/def2-TZVPD.

XYZ file:
```
16
C4H9NOS (wB97M-V/def2-TZVPD)
O 2.1404 1.3768 -0.2856
C 1.0262 1.4594 0.0876
C 0.3141 0.2087 0.7583
C 0.0204 -0.8961 -0.3438
C -1.4271 -0.7854 -0.7168
S -1.9015 0.7419 -1.5485
N 1.1745 -0.2584 1.7844
H 0.4341 2.3889 0.1229
H -0.6249 0.3057 1.2969
H 0.6042 -0.6933 -1.2333
H 0.3735 -1.8867 -0.0573
H -2.1652 -0.9463 0.0668
H -1.7329 -1.5091 -1.4749
H -1.2884 0.6826 -2.7398
H 2.1612 -0.1628 1.5529
H 0.8913 -0.0257 2.7302
```

Output
E_HOMO (spin up / spin down) = -13.406 / -13.223 eV
Charge = +1
Lowest unoccupied orbital energy (spin up / spin down) = -4.18 / -8.55 eV
Spin multiplicity = 2

Results of the Löwdin charge analysis, in e, for atoms 1 through 8: 0.18, -0.14, -0.28, -0.17, -0.55, 0.79, 0.26, 0.16

Arrangement x

This record from the OMol25 dataset describes a gas-phase ion, C4H9NOS (charge +1). The level of theory is wB97M-V/def2-TZVPD.

XYZ file:
```
16
C4H9NOS (wB97M-V/def2-TZVPD)
C -0.6486 -0.0487 -1.1311
C -0.8824 1.1384 -0.1829
C 0.1787 1.3940 0.8984
S 1.8036 1.0416 0.2849
C -0.9396 -1.3171 -0.3372
N 0.1912 -1.8680 0.2520
O -2.0182 -1.8315 -0.2347
H -1.3311 0.0033 -1.9821
H 0.3531 -0.2134 -1.5459
H -1.7796 0.8746 0.3687
H -1.0373 2.0605 -0.7445
H 0.0503 0.6864 1.7254
H 0.1082 2.3744 1.3639
H 2.5794 1.9491 0.9185
H -0.0105 -2.7275 0.7432
H 1.0513 -1.6497 -0.2167
```

Output
E_HOMO (spin up / spin down) = -13.921 / -13.619 eV
Charge = +1
Lowest unoccupied orbital energy (spin up / spin down) = -3.88 / -9.24 eV
Spin multiplicity = 2

Results of the Löwdin charge analysis, in e, for atoms 1 through 8: -0.13, -0.21, -0.45, 1.15, -0.54, 0.17, 0.13, 0.14

Most stable structure, least stable structure: arrangement x, arrangement w.

Arrangement w

This record from the OMol25 dataset describes a gas-phase ion, C3H6NOS (charge +1). The level of theory is wB97M-V/def2-TZVPD.

XYZ file:
```
12
C3H6NOS (wB97M-V/def2-TZVPD)
C -0.5642 -0.9862 -0.5399
C -1.7061 -1.4528 0.0867
C -0.5906 0.4341 -0.6245
N 0.6799 1.0629 0.4963
O -2.6422 -0.5703 0.3925
S -2.1722 0.9957 -0.1112
H 0.3650 -1.5431 -0.7147
H -1.9954 -2.4913 0.5512
H -0.2269 0.8605 -1.5650
H 1.0140 2.0035 0.1666
H 1.5072 0.5336 0.5306
H 0.2457 1.0230 1.4347
```

Output
Structure (SMILES) = [NH3+][C@H]1C=COS1
E_HOMO = -13.832 eV
Charge = +1
Lowest unoccupied orbital energy = -4.06 eV

Results of the Löwdin charge analysis, in e, for atoms 1 through 8: -0.12, -0.17, -0.48, 0.16, -0.35, 1.11, 0.13, 0.20

Arrangement x

This record from the OMol25 dataset describes a gas-phase ion, C3H6NOS (charge +1). The level of theory is wB97M-V/def2-TZVPD.

XYZ file:
```
12
C3H6NOS (wB97M-V/def2-TZVPD)
C -0.0617 -0.7893 0.1837
C 1.2629 -0.5060 0.7095
C -1.1815 0.4521 -0.1859
N -0.3985 -0.1924 -1.1406
O -0.8233 1.6611 0.2677
S 2.5148 0.3544 -0.1325
H -0.5246 -1.7515 0.4366
H 1.4336 -0.9648 1.7869
H -2.0751 -0.0351 0.1799
H 1.7893 0.7144 -1.3287
H -0.7528 -0.6939 -1.9650
H -1.1830 1.7510 1.1885
```

Output
E_HOMO = -14.368 eV
Charge = +1
Lowest unoccupied orbital energy = -6.02 eV

Results of the Löwdin charge analysis, in e, for atoms 1 through 8: -0.23, -0.35, -0.26, 0.05, 0.08, 0.94, 0.15, 0.15

Most stable structure, least stable structure: arrangement w, arrangement x.

Arrangement w

This record from the OMol25 dataset describes a gas-phase ion, C7H9N2O2 (charge -1). The level of theory is wB97M-V/def2-TZVPD.

XYZ file:
```
20
C7H9N2O2 (wB97M-V/def2-TZVPD)
C 1.1422 -1.0731 1.3210
C 2.0341 -0.3053 0.7025
C -0.2697 -0.9067 1.2131
C 1.7217 0.8366 -0.1467
C -2.4955 -0.2321 0.2879
C -1.0830 -0.8469 0.1368
C -0.5112 -1.0266 -1.1869
N 0.6524 1.5270 0.2732
N 0.1499 2.5802 -0.4297
O -2.7538 0.7617 -0.5018
O -3.2599 -0.7794 1.1138
H 1.5030 -2.0639 1.6573
H 3.1144 -0.5534 0.7818
H -0.7143 -0.5852 2.1457
H 2.3424 0.7945 -1.0441
H -1.0765 -0.4139 -2.0283
H -0.5589 -2.0227 -1.4997
H 0.4833 -0.7222 -1.0304
H 0.4815 2.6039 -1.3604
H -0.9022 2.4274 -0.4054
```

Output
Structure (SMILES) = C\C(=C/C=C\C=N\N)C(=O)[O-]
E_HOMO = -4.068 eV
Charge = -1
Lowest unoccupied orbital energy = 3.61 eV

Results of the Löwdin charge analysis, in e, for atoms 1 through 8: -0.13, -0.16, -0.11, -0.19, -0.66, -0.22, -0.07, -0.03

Arrangement x

This record from the OMol25 dataset describes a gas-phase ion, C7H9N2O2 (charge -1). The level of theory is wB97M-V/def2-TZVPD.

XYZ file:
```
20
C7H9N2O2 (wB97M-V/def2-TZVPD)
C 1.7620 -1.4189 -0.0590
C 0.4481 -1.6169 0.4791
C 2.3152 -0.1842 -0.3725
C -1.9401 1.2012 0.2738
C -1.1730 -0.0440 0.0051
C -1.5662 -0.8063 -1.3607
C 1.4792 1.3958 1.1864
N -0.2203 -0.3782 0.7901
N 1.7180 1.0129 0.0484
O -0.0410 -2.6579 0.8394
O 3.3635 -0.0634 -1.0525
H 2.3626 -2.2438 -0.1558
H -2.3420 1.3414 1.3852
H -2.8856 1.3311 -0.2955
H -2.6384 -0.7307 -1.5289
H -1.0305 -1.7406 -1.4188
H -1.1439 -0.0421 -2.2312
H -1.2144 2.2290 0.0057
H 0.8975 2.2567 1.2339
H 1.8495 1.1590 2.2278
```

Output
Structure (SMILES) = C=N/C([O-])=C\C(=O)N=C(C)C
E_HOMO = -3.334 eV
Charge = -1
Lowest unoccupied orbital energy = 3.49 eV

Results of the Löwdin charge analysis, in e, for atoms 1 through 8: -0.02, -0.59, -0.56, -0.10, -0.40, -0.02, -0.10, 0.12

Most stable structure, least stable structure: arrangement x, arrangement w.